Record 1
Here is a cluster of 5 separate species, C17H32Cl4O8S4 in total at a distorted geometry from the Open Molecules 2025 dataset. Energies are from ωB97M-V/def2-TZVPD.

Geometry (Å):
Cl -18.55750 -14.03351 -1.92345
Cl -15.66547 -13.99239 -1.99566
Cl -17.04915 -11.88949 -0.63270
Cl -17.17344 -12.02631 -3.60864
S -10.05051 -16.11196 -1.73726
S -16.97508 -8.59032 -7.70145
S -12.41831 -13.18702 -7.81887
S -13.30259 -10.67469 -2.74138
O -11.93667 -14.35602 -8.49306
O -10.01315 -15.86960 -0.27055
O -11.78475 -11.91138 -7.89763
O -8.81513 -16.24106 -2.48553
O -16.54659 -7.43894 -8.53073
O -14.46894 -10.25332 -3.47788
O -12.67420 -11.93195 -3.00548
O -17.06891 -9.90811 -8.32681
C -17.99194 -8.55510 -5.26886
C -12.17578 -17.08959 -3.02547
C -11.64172 -8.92012 -1.52919
C -13.45954 -10.37850 -0.95885
C -14.95684 -13.50341 -6.87183
C -16.55406 -8.13144 -5.09062
C -14.18466 -13.02399 -5.65527
C -12.88563 -8.99117 -0.64898
C -12.58806 -15.60886 -2.52974
C -14.23802 -13.04968 -8.11635
C -11.26669 -14.83283 -2.46387
C -17.09355 -12.93384 -2.04584
C -18.38152 -8.15814 -6.69373
C -12.72038 -13.57678 -5.92580
C -11.02978 -17.56848 -2.12120
C -15.84829 -8.71381 -6.29290
C -12.03458 -9.30446 -2.94592
H -12.82247 -11.15863 -0.54214
H -14.49403 -10.55519 -0.66443
H -11.88043 -17.01460 -4.07201
H -13.02139 -15.76351 -1.54162
H -14.95821 -8.18065 -6.62694
H -14.51845 -13.32996 -9.13167
H -12.48826 -8.50191 -3.52746
H -15.02728 -14.58830 -6.95022
H -14.25902 -11.96854 -8.25343
H -11.10574 -13.81291 -2.11464
H -13.56749 -8.20359 -0.96973
H -10.79713 -9.49586 -1.15064
H -11.43438 -17.92815 -1.17514
H -16.09485 -8.46236 -4.15909
H -14.01374 -11.95611 -5.79136
H -16.50878 -7.04262 -5.11337
H -12.98239 -17.82207 -2.99451
H -13.37906 -15.33310 -3.22715
H -12.65795 -14.64400 -5.71308
H -15.97674 -13.13266 -6.97394
H -12.63157 -8.85894 0.40272
H -11.27687 -7.89948 -1.41397
H -14.58876 -13.32508 -4.68876
H -11.94532 -13.20035 -5.25819
H -17.98709 -9.63030 -5.08994
H -11.04376 -14.79884 -3.53029
H -18.42536 -7.06916 -6.67652
H -10.55444 -18.47451 -2.49702
H -11.24246 -9.80510 -3.50271
H -15.65564 -9.75703 -6.04254
H -18.69799 -8.07552 -4.59093
H -19.26943 -8.53960 -7.19792

For the LUMO energy, the calculation gives -0.410 eV. As for the max |F|: 4.1 eV/Å. The molar mass is 634.5 g mol⁻¹. As for the energy above the lowest of the compared OMol25 structures with the same formula, charge and spin: 0.903 eV. The calculation puts the energy at -127955.120 eV. The value obtained for the frontier orbital gap is 9.449 eV.

Calculated atomic charges, method natural (NBO), unit e:
1. Cl 0.03
2. Cl 0.05
3. Cl 0.07
4. Cl 0.06
5. S 2.10
6. S 2.12
7. S 2.13
8. S 2.15
9. O -0.93
10. O -0.93
11. O -0.93
12. O -0.92
13. O -0.93
14. O -0.96
15. O -0.95
16. O -0.94
17. C -0.40
18. C -0.39
19. C -0.42
20. C -0.66
21. C -0.42
22. C -0.41
23. C -0.42
24. C -0.40
25. C -0.41
26. C -0.65
27. C -0.62
28. C -0.19
29. C -0.67
30. C -0.63
31. C -0.68
32. C -0.67
33. C -0.64
34. H 0.24
35. H 0.25
36. H 0.21
37. H 0.21
38. H 0.26
39. H 0.26
40. H 0.24
41. H 0.21
42. H 0.23
43. H 0.27
44. H 0.21
45. H 0.22
46. H 0.24
47. H 0.25
48. H 0.21
49. H 0.20
50. H 0.22
51. H 0.23
52. H 0.21
53. H 0.23
54. H 0.23
55. H 0.23
56. H 0.24
57. H 0.24
58. H 0.21
59. H 0.23
60. H 0.25
61. H 0.26
62. H 0.25
63. H 0.25
64. H 0.23
65. H 0.26


Record 2
Here is a structure of composition C17H32CrN4 from the Open Molecules 2025 dataset. Energies are from ωB97M-V/def2-TZVPD.

Geometry (Å):
Cr 0.09954 -0.12366 -0.35225
N -1.00876 -1.39944 -1.62544
N 0.93186 1.36422 0.88822
N -0.83797 -0.65003 1.44825
N -1.02699 1.35175 -1.32579
C 2.39591 -2.87879 1.35190
C 2.57988 -1.66971 0.48044
C -1.55386 -0.57337 -2.75471
C -0.61766 3.30432 0.23027
C -2.84036 -1.51633 0.15227
C 0.79970 2.75997 0.35578
C -2.11774 -1.45417 1.48131
C 3.51751 -0.66587 0.81935
C 3.81350 0.36879 -0.05000
C -0.88701 0.55333 2.33498
C -2.04265 0.76345 -2.25645
C -2.04771 -2.24071 -0.92823
C 0.47269 1.20307 2.30277
C 1.93800 -1.56525 -0.75994
C 2.19421 -0.46935 -1.62722
C -1.64695 2.40341 -0.45652
C 3.12700 0.49225 -1.26944
H 1.30778 2.77005 -0.61095
H -0.51654 4.23067 -0.33648
H 1.36630 -3.24330 1.35611
H -3.76827 -2.06659 0.31456
H -2.31417 3.01045 -1.06837
H 2.72024 -2.70151 2.37597
H -2.35978 -1.10763 -3.25765
H 1.36638 3.42618 1.00741
H 1.93363 1.18446 0.89215
H 3.00939 -3.69396 0.95686
H -2.20889 1.44259 -3.09327
H 1.19754 0.56360 2.81087
H -2.98513 0.68392 -1.72149
H -2.71470 -2.64398 -1.68978
H 1.42431 -2.44320 -1.13758
H -1.52076 -3.08979 -0.48762
H -0.75083 -0.44271 -3.48139
H -1.14442 0.25628 3.35210
H -2.28457 1.87995 0.25247
H -2.76461 -1.01962 2.24173
H 1.80028 -0.46567 -2.64129
H -0.39153 -2.07202 -2.07345
H 4.06419 -0.75312 1.75266
H 3.37811 1.29198 -1.95651
H -1.67566 1.21219 1.98150
H -0.11417 -1.25203 1.84831
H -1.01218 3.60407 1.20230
H -3.14689 -0.51571 -0.16212
H -0.32504 1.81461 -1.90909
H 0.46415 2.15989 2.82406
H -1.86478 -2.46143 1.81250
H 4.58847 1.08349 0.20595

Its net charge is +3. For the LUMO energy (spin up / spin down), the calculation gives -12.425 / -11.028 eV. As for the max |F|: 0.5 eV/Å. The spin multiplicity is 4. The molar mass is 344.5 g mol⁻¹. The expectation value of S² is 3.815. The calculation puts the energy at -52504.512 eV. The value obtained for the frontier orbital gap (spin up / spin down) is 7.407 / 8.859 eV.

Calculated atomic charges, method natural (NBO), unit e:
1. Cr 1.64
2. N -0.70
3. N -0.72
4. N -0.69
5. N -0.68
6. C -0.66
7. C 0.06
8. C -0.24
9. C -0.46
10. C -0.44
11. C -0.22
12. C -0.23
13. C -0.12
14. C -0.19
15. C -0.23
16. C -0.24
17. C -0.23
18. C -0.25
19. C -0.39
20. C -0.33
21. C -0.21
22. C -0.14
23. H 0.21
24. H 0.27
25. H 0.22
26. H 0.29
27. H 0.26
28. H 0.26
29. H 0.27
30. H 0.26
31. H 0.42
32. H 0.30
33. H 0.27
34. H 0.23
35. H 0.23
36. H 0.25
37. H 0.25
38. H 0.23
39. H 0.23
40. H 0.26
41. H 0.20
42. H 0.25
43. H 0.26
44. H 0.41
45. H 0.26
46. H 0.27
47. H 0.22
48. H 0.40
49. H 0.26
50. H 0.21
51. H 0.40
52. H 0.26
53. H 0.24
54. H 0.28


Record 3
Here is a structure of composition C17H32FN4O13S2 from the Open Molecules 2025 dataset. Energies are from ωB97M-V/def2-TZVPD.

Geometry (Å):
S 3.57622 1.40776 0.51503
S 2.53147 -0.85839 1.77977
F -0.03194 2.90386 2.48801
O -2.39929 0.02869 -1.11971
O -2.22273 -0.76065 -6.37524
O -2.86699 -1.87105 -2.17984
O -3.96951 0.48541 -5.68837
O -1.87041 1.28539 -5.58835
O 3.15656 2.17427 1.66348
O 2.80899 -0.34270 3.10153
O -4.22831 -0.94764 3.47221
O -1.52782 -1.90626 -0.36460
O -2.05039 -0.67674 3.86343
O 3.15555 1.91018 -0.77539
O 2.73199 -2.28236 1.61886
O -2.85882 -0.26831 1.80528
N 3.32761 -0.16332 0.58230
N 5.50439 0.42862 2.75104
N 7.39212 1.38318 1.73499
N 6.41872 -0.62352 0.81886
C 0.01806 -1.70620 -6.42625
C -0.58173 0.64929 -5.64442
C -5.14076 -1.19084 5.70728
C -3.74552 -0.87443 -2.72299
C -3.92922 1.60682 -2.15377
C 6.13824 0.65125 1.46757
C -3.98713 -1.48649 4.78423
C 0.79640 -0.59658 1.47949
C 0.21080 1.53231 2.63940
C 0.32202 0.84486 1.29648
C -2.19913 -1.30745 -1.13551
C -2.67905 -0.81159 5.14082
C 5.35194 1.52271 0.47155
C -3.03928 0.40925 -2.34867
C -0.82829 -0.47696 -6.62663
C -2.80310 0.35364 -5.88242
C -3.03067 -0.60240 2.92642
H 5.56656 2.56990 0.67381
H -0.75152 -0.11473 -7.65549
H 1.14367 1.42864 3.19462
H -3.85241 -1.01044 -3.79344
H 1.07037 -1.46576 -6.57479
H -0.26394 -2.48631 -7.13220
H -5.32190 -0.11681 5.75935
H 8.09710 0.72003 2.03461
H -0.11520 -2.10268 -5.41957
H 4.85662 -0.34309 2.69255
H -3.84469 -2.56547 4.67729
H 0.17285 1.36059 -5.96665
H 5.67298 1.28239 -0.53863
H -2.24844 0.63813 -3.07023
H -2.82718 0.18474 5.56539
H 0.95473 1.42631 0.62993
H -4.92727 -1.56392 6.70905
H 0.31951 -1.00583 2.37308
H 0.49728 -1.23849 0.66209
H -4.43159 1.85029 -3.09007
H -6.05304 -1.66509 5.34710
H -0.68063 0.77766 0.87156
H -4.67449 1.40321 -1.38383
H 7.72063 1.78352 0.86336
H -3.34568 2.46828 -1.83151
H 6.97164 -1.18608 1.45284
H -2.04957 -1.40013 5.80305
H 4.98715 1.23715 3.07058
H 5.54332 -1.10705 0.64108
H -4.72244 -0.96572 -2.24161
H -0.33354 0.28003 -4.64688
H -0.58188 1.10308 3.24771

Its net charge is -1. For the LUMO energy, the calculation gives 2.162 eV. As for the max |F|: 0.9 eV/Å. The molar mass is 583.6 g mol⁻¹. The calculation puts the energy at -75116.867 eV. The value obtained for the frontier orbital gap is 7.979 eV.

Calculated atomic charges, method natural (NBO), unit e:
1. S 2.33
2. S 2.32
3. F -0.39
4. O -0.48
5. O -0.50
6. O -0.51
7. O -0.59
8. O -0.49
9. O -0.99
10. O -1.00
11. O -0.50
12. O -0.57
13. O -0.49
14. O -0.99
15. O -0.99
16. O -0.55
17. N -1.28
18. N -0.87
19. N -0.83
20. N -0.87
21. C -0.63
22. C -0.10
23. C -0.62
24. C -0.10
25. C -0.63
26. C 0.40
27. C 0.06
28. C -0.68
29. C 0.05
30. C -0.46
31. C 0.98
32. C -0.09
33. C -0.72
34. C 0.07
35. C 0.07
36. C 0.97
37. C 0.97
38. H 0.24
39. H 0.18
40. H 0.19
41. H 0.21
42. H 0.23
43. H 0.23
44. H 0.22
45. H 0.35
46. H 0.23
47. H 0.38
48. H 0.18
49. H 0.21
50. H 0.24
51. H 0.17
52. H 0.18
53. H 0.24
54. H 0.22
55. H 0.23
56. H 0.26
57. H 0.23
58. H 0.22
59. H 0.23
60. H 0.22
61. H 0.34
62. H 0.23
63. H 0.35
64. H 0.21
65. H 0.38
66. H 0.39
67. H 0.18
68. H 0.20
69. H 0.15


Record 4
Here is a structure of composition C17H32GeIrN3OS2SeSi from the Open Molecules 2025 dataset. Energies are from ωB97M-V/def2-TZVPD.

Geometry (Å):
Ir -0.15560 -0.30083 0.23831
Se -2.73787 -0.78170 -0.54669
Ge -4.99716 -2.76138 -1.80166
S 2.02306 -1.22848 1.23500
S 1.41254 1.81691 0.17831
Si 3.28284 -4.19060 2.45121
O -1.10658 1.25976 -0.38438
N -0.15464 -2.49205 0.85135
N 1.12218 2.82804 2.70175
N -0.52610 3.30496 1.40225
C 4.55098 -3.89468 1.11116
C 1.09479 -2.68246 1.31296
C 3.41958 -5.97879 3.00059
C 1.53525 -3.93212 1.80417
C -1.02584 -3.50421 0.85692
C -6.60628 -2.81988 -2.92169
C 2.37858 2.26660 3.17323
C 0.22063 3.57178 3.44107
C -0.69281 -4.75733 1.31128
C -3.60389 -3.89836 -2.57129
C -5.43694 -3.37213 0.00818
C -0.81986 3.86592 2.62596
C 0.60664 -4.96363 1.78665
C 3.61639 -3.10571 3.93908
C 0.66295 2.67552 1.44092
C -4.34244 -0.91272 -1.71687
C -3.64609 -0.13037 1.03548
H -2.01652 -3.27764 0.47666
H -4.56002 -3.34765 0.65966
H 0.39232 3.81036 4.47475
H -7.39102 -2.18504 -2.50730
H -6.21036 -2.74095 0.45028
H 3.20620 2.66682 2.59104
H 4.56750 -3.38789 4.39810
H 4.59944 -2.84291 0.82900
H -3.95001 -4.93165 -2.63037
H 2.49678 2.53522 4.22041
H -6.38521 -2.47698 -3.93359
H -1.42867 -5.54880 1.29387
H 3.25251 -6.67748 2.17761
H -3.34918 -3.56317 -3.57811
H -4.05883 -0.54820 -2.70431
H 2.83210 -3.22287 4.69040
H -2.88577 -0.01271 1.80400
H 4.31255 -4.47299 0.21575
H -2.69777 -3.87194 -1.96400
H -1.73047 4.40204 2.81756
H -4.39356 -0.85644 1.35131
H -4.10838 0.83060 0.81794
H -1.10598 3.25900 0.57836
H 2.71574 -6.22210 3.79985
H -5.09689 -0.23544 -1.31305
H 4.42799 -6.15390 3.38324
H -5.80999 -4.39711 -0.02545
H -6.98575 -3.84150 -2.98015
H 3.66547 -2.05309 3.66053
H 2.36403 1.18308 3.05833
H 5.53902 -4.20617 1.45999
H 0.88347 -5.94668 2.14889

For the LUMO energy (spin up / spin down), the calculation gives 0.510 / -0.676 eV. As for the max |F|: 0.6 eV/Å. The spin multiplicity is 5. The molar mass is 730.5 g mol⁻¹. The expectation value of S² is 6.028. The calculation puts the energy at -178912.644 eV. The value obtained for the frontier orbital gap (spin up / spin down) is 6.719 / 6.546 eV.

Calculated atomic charges, method natural (NBO), unit e:
1. Ir 0.72
2. Se 0.43
3. Ge 1.61
4. S -0.28
5. S -0.12
6. Si 1.64
7. O -0.73
8. N -0.56
9. N -0.34
10. N -0.51
11. C -1.12
12. C 0.11
13. C -1.12
14. C -0.53
15. C 0.06
16. C -1.08
17. C -0.41
18. C -0.08
19. C -0.30
20. C -1.09
21. C -1.09
22. C -0.08
23. C -0.12
24. C -1.11
25. C 0.26
26. C -1.03
27. C -0.78
28. H 0.21
29. H 0.23
30. H 0.23
31. H 0.23
32. H 0.23
33. H 0.22
34. H 0.23
35. H 0.26
36. H 0.23
37. H 0.21
38. H 0.23
39. H 0.22
40. H 0.23
41. H 0.23
42. H 0.24
43. H 0.24
44. H 0.25
45. H 0.24
46. H 0.24
47. H 0.23
48. H 0.22
49. H 0.22
50. H 0.46
51. H 0.23
52. H 0.23
53. H 0.24
54. H 0.23
55. H 0.23
56. H 0.25
57. H 0.25
58. H 0.23
59. H 0.21


The lowest max |F| belongs to which entry?
C17H32CrN4


Which formula does entry 4 have?
C17H32GeIrN3OS2SeSi


Among the records above, which one has the lowest molar mass?
C17H32CrN4